Record 1
ORCA calculation (ωB97M-V/def2-TZVPD) on a 2-piece molecular cluster, C16H21BClF2NSi overall at a distorted geometry.

The value obtained for the energy above the lowest of the compared OMol25 structures with the same formula, charge and spin is 10.403 eV. The SMILES is C[Si](C)(CCC(F)(F)BCl)c1ccccc1.c1ccncc1. The frontier orbital gap is 7.84 eV.

Structure (XYZ):
```
43
Properties=species:S:1:pos:R:3:forces:R:3:lowdin_charge:R:1
C 0.1757 1.6017 -0.3710 0.622 1.019 -0.295 -0.23
Si -0.8185 0.0247 0.1765 -0.684 0.045 -0.846 0.54
C -0.7597 -1.1868 -1.3575 -0.772 -0.346 0.269 -0.23
C -0.1826 -0.7744 1.8143 0.863 0.279 1.427 -0.27
C 0.8731 -2.0123 1.6161 0.120 -0.362 -1.154 -0.16
C 0.2030 -3.5072 1.6003 0.983 -0.350 -0.982 -0.34
F 1.3541 -4.4773 1.4707 -2.610 2.113 0.203 -0.06
F -0.6907 -3.7869 0.4534 2.390 1.010 2.518 -0.05
B -0.5921 -3.9343 2.9743 -1.208 -2.267 -1.434 -0.33
Cl -1.6676 -5.4906 2.8458 1.636 2.332 0.274 0.52
C -2.7253 0.4004 0.4633 -4.524 0.955 0.357 -0.22
C -3.3750 0.5642 1.9602 -2.469 0.303 -2.459 -0.08
C -4.9943 0.8347 2.2542 2.100 -0.482 -4.918 -0.06
C -5.9433 0.9518 0.8998 3.654 -0.717 0.100 -0.08
C -5.3109 0.8070 -0.6299 2.542 -0.389 2.613 -0.07
C -3.6895 0.5396 -0.8717 -2.366 0.371 4.606 -0.06
H 0.5310 1.4475 -1.4909 -0.654 0.408 2.377 0.04
H 1.1331 1.7654 0.2924 -1.789 -0.265 -1.387 0.03
H -0.4567 2.6008 -0.3219 1.260 -2.102 -0.083 0.05
H -1.1035 -0.5465 -2.2744 0.919 -1.320 1.489 0.04
H 0.3083 -1.6699 -1.4906 -2.344 0.909 -0.013 0.05
H -1.6081 -1.9879 -1.1437 2.031 1.385 -0.672 0.06
H -1.1111 -1.0107 2.4861 1.835 0.094 -1.136 0.06
H 0.4191 0.0845 2.3849 -1.300 -1.827 -1.087 0.10
H 1.4016 -1.8551 0.5577 -0.977 -0.529 2.366 0.12
H 1.7180 -2.0198 2.4423 -1.892 -0.145 -1.637 0.14
H -0.5840 -3.3610 3.9999 0.130 0.063 0.074 0.04
H -2.6594 0.4843 2.8919 -1.607 0.185 -2.091 0.07
H -5.4092 0.9224 3.3591 0.918 -0.184 -2.723 0.08
H -7.0979 1.1134 1.0718 2.628 -0.347 -0.621 0.08
H -6.0078 0.8724 -1.5947 1.575 -0.111 2.531 0.08
H -3.2446 0.4220 -1.9484 -1.062 0.269 2.348 0.08
N 3.3201 2.4103 -1.5297 0.953 -0.236 -0.464 0.05
C 3.6447 2.8507 -2.7650 -0.317 -0.255 0.855 -0.15
C 4.8322 2.5383 -3.4071 0.168 -0.164 0.156 -0.08
C 5.7465 1.7280 -2.7423 0.000 -0.001 0.001 -0.08
C 5.4417 1.2603 -1.4681 0.038 0.095 -0.246 -0.08
C 4.2267 1.6240 -0.9099 -0.691 0.543 -0.386 -0.15
H 2.9004 3.4823 -3.2411 0.070 -0.041 0.003 0.10
H 5.0395 2.9180 -4.4011 -0.037 -0.025 0.094 0.10
H 6.6887 1.4628 -3.2131 -0.111 0.030 0.056 0.11
H 6.1331 0.6275 -0.9234 -0.077 0.056 -0.037 0.10
H 3.9412 1.2813 0.0808 0.058 0.002 -0.048 0.10
```
Forces are in eV/Å.

***

Record 2
ORCA calculation (ωB97M-V/def2-TZVPD) on a single C4H7NO molecule.

The value obtained for the energy above the lowest of the compared OMol25 structures with the same formula, charge and spin is 3.458 eV. The frontier orbital gap is 8.61 eV.

Structure (XYZ):
```
13
Properties=species:S:1:pos:R:3:forces:R:3:lowdin_charge:R:1
C -0.9171 0.0845 1.3222 0.076 -0.078 -0.058 -0.06
C -0.2226 0.7202 0.1776 -0.037 -0.002 0.068 -0.05
C 1.1877 0.5810 -0.0499 -0.074 0.296 0.111 -0.22
N 1.0358 -0.8155 -0.5354 -0.095 -0.232 -0.293 0.05
C 0.1511 -1.0708 -1.4874 -0.026 0.017 0.086 -0.44
O -0.9037 -0.4692 -1.7568 0.273 -0.043 0.077 -0.04
H -1.7409 -0.5330 0.9481 0.079 0.093 0.066 0.10
H -0.2423 -0.5299 1.9215 -0.097 0.100 -0.081 0.09
H -1.3648 0.8693 1.9477 0.061 -0.065 -0.123 0.10
H -0.8215 1.3386 -0.4794 0.084 -0.064 0.095 0.12
H 1.6128 1.2544 -0.7995 -0.081 -0.092 0.095 0.12
H 1.8067 0.5475 0.8491 -0.102 -0.006 -0.116 0.12
H 0.4187 -1.9773 -2.0578 -0.061 0.076 0.074 0.12
```
Forces are in eV/Å.

***

Record 3
ORCA calculation (ωB97M-V/def2-TZVPD) on a 2-piece molecular cluster, C2H8N3O overall at a distorted geometry.

Its charge is +1. The value obtained for the energy above the lowest of the compared OMol25 structures with the same formula, charge and spin is 4.055 eV. The frontier orbital gap is 11.78 eV.

Structure (XYZ):
```
14
Properties=species:S:1:pos:R:3:forces:R:3:lowdin_charge:R:1
C 2.9311 0.8465 -0.1061 -0.442 0.757 -0.496 0.04
C 2.2373 -0.3779 0.1740 -0.424 1.558 -0.398 -0.40
N -2.1112 -0.0935 0.7741 -0.244 0.099 0.362 0.02
N -1.4104 -0.6185 -0.3495 0.906 -0.191 -0.165 0.02
N 1.1586 -1.0145 0.2151 -0.431 -0.919 0.268 0.17
O 3.4975 -0.3748 0.4605 0.839 -1.340 0.616 0.16
H -1.6931 -1.5978 -0.4659 0.011 0.326 -0.028 0.16
H 2.8685 1.6786 0.5830 0.029 -0.035 0.085 0.13
H -3.1182 -0.2069 0.6750 0.241 0.048 -0.180 0.10
H 3.2619 1.0734 -1.1116 0.048 -0.075 -0.008 0.13
H -1.5558 -0.1299 -1.2461 -0.103 -0.159 0.346 0.16
H -1.8970 0.8911 0.9081 0.082 -0.216 -0.166 0.10
H -0.2357 -0.6862 -0.1039 -0.687 0.127 -0.248 0.10
H 1.2354 -1.9519 0.6087 0.175 0.019 0.013 0.12
```
Forces are in eV/Å.